Formula: C92H204F3NO2P5
Source: the OMol25 dataset
Level of theory: the ωB97M-V functional and the def2-TZVPD basis

Atoms and positions in Å:
C 1.075 1.197 -2.383
O 1.900 1.976 -1.486
O 1.748 0.453 -3.288
C 0.285 0.247 -1.365
F 1.077 -0.613 -0.768
F -0.302 0.916 -0.391
F -0.638 -0.425 -2.077
C 1.854 3.367 -1.687
C 0.656 3.971 -1.014
H 0.701 5.063 -1.123
H -0.240 3.478 -1.409
H 0.762 3.788 0.011
H 1.932 3.536 -2.780
H 2.839 3.848 -1.322
H 0.280 1.943 -2.834
C 7.214 -4.039 -4.224
C 6.098 -2.970 -4.414
C 5.274 -2.925 -3.144
N 4.246 -1.848 -3.172
C 3.319 -2.012 -4.373
C 4.736 -0.508 -3.261
C 5.208 -0.161 -1.919
C 4.170 -0.792 -1.000
C 3.485 -1.875 -1.840
H 6.808 -4.749 -3.541
H 8.094 -3.663 -3.702
H 7.546 -4.661 -5.100
H 5.340 -3.171 -5.187
H 6.610 -2.013 -4.728
H 5.875 -2.670 -2.229
H 4.816 -3.926 -3.009
H 3.170 -3.099 -4.449
H 3.823 -1.575 -5.213
H 2.419 -1.452 -4.075
H 3.825 0.045 -3.458
H 5.422 -0.476 -4.079
H 5.312 0.884 -1.715
H 6.179 -0.601 -1.766
H 3.433 -0.038 -0.729
H 4.588 -1.261 -0.126
H 2.503 -1.511 -2.137
H 3.457 -2.852 -1.405
C 15.618 6.429 -3.648
C 15.974 5.036 -3.444
C 15.099 4.385 -2.381
C 15.785 3.027 -1.892
P 14.763 2.074 -0.785
C 15.867 0.761 -0.157
C 15.197 -0.363 0.663
C 16.106 -1.535 0.934
C 16.700 -2.358 -0.269
C 14.362 3.143 0.569
C 15.610 3.752 1.285
C 15.174 4.651 2.417
C 14.652 3.983 3.669
C 13.330 1.355 -1.589
C 12.021 2.107 -1.378
C 10.896 1.420 -2.047
C 9.465 2.064 -1.675
H 14.509 6.479 -3.898
H 16.154 6.780 -4.478
H 15.664 7.100 -2.809
H 17.016 4.935 -3.102
H 16.038 4.463 -4.425
H 14.096 4.259 -2.829
H 15.038 5.114 -1.549
H 16.701 3.219 -1.304
H 16.152 2.342 -2.704
H 16.631 1.196 0.517
H 16.370 0.337 -1.008
H 14.418 -0.824 0.022
H 14.776 -0.034 1.546
H 15.530 -2.191 1.566
H 16.968 -1.315 1.662
H 17.362 -3.111 0.046
H 17.294 -1.848 -0.999
H 15.890 -2.832 -0.846
H 13.737 2.619 1.289
H 13.712 3.936 0.258
H 16.225 4.320 0.661
H 16.126 2.908 1.638
H 14.402 5.419 1.994
H 16.034 5.259 2.605
H 15.172 3.033 3.904
H 13.497 3.834 3.645
H 14.621 4.632 4.569
H 13.223 0.385 -1.114
H 13.549 1.158 -2.639
H 12.108 3.161 -1.766
H 11.822 2.194 -0.311
H 10.948 0.383 -1.779
H 11.074 1.435 -3.126
H 8.647 1.609 -2.242
H 9.436 3.154 -1.959
H 9.359 1.894 -0.637
C -8.980 -4.495 8.362
C -8.603 -4.627 6.925
C -7.292 -3.898 6.607
C -7.121 -3.812 5.099
P -5.673 -2.873 4.474
C -5.838 -1.105 4.982
C -6.708 -0.324 4.012
C -6.707 1.174 4.258
C -7.090 1.555 5.645
C -4.201 -3.441 5.363
C -2.825 -2.899 4.940
C -1.687 -3.432 5.797
C -1.377 -4.871 5.418
C -5.680 -3.116 2.659
C -4.423 -2.536 1.868
C -4.564 -2.177 0.398
C -3.189 -1.723 -0.064
H -8.288 -5.048 8.994
H -9.999 -4.824 8.476
H -8.885 -3.420 8.742
H -9.344 -4.128 6.312
H -8.444 -5.721 6.696
H -6.425 -4.416 7.064
H -7.382 -2.939 7.015
H -8.086 -3.523 4.763
H -6.855 -4.842 4.703
H -4.896 -0.595 5.040
H -6.188 -1.132 5.994
H -7.789 -0.675 4.071
H -6.425 -0.473 2.969
H -7.449 1.635 3.571
H -5.677 1.564 3.995
H -6.519 0.967 6.290
H -8.150 1.296 5.903
H -6.946 2.688 5.754
H -4.131 -4.527 5.319
H -4.389 -3.125 6.415
H -2.824 -1.806 4.976
H -2.531 -3.162 3.887
H -1.834 -3.324 6.934
H -0.786 -2.874 5.588
H -0.550 -5.210 6.003
H -0.961 -4.960 4.416
H -2.131 -5.636 5.696
H -6.664 -2.798 2.272
H -5.796 -4.190 2.498
H -3.599 -3.283 1.994
H -4.056 -1.603 2.380
H -5.312 -1.374 0.315
H -4.926 -3.036 -0.139
H -2.401 -2.503 -0.002
H -2.909 -0.879 0.557
H -3.094 -1.417 -1.111
C 0.301 5.144 16.108
C -0.875 4.708 15.243
C -1.547 5.696 14.300
C -2.979 5.114 14.118
P -3.723 5.462 12.494
C -2.822 4.818 11.121
C -3.353 5.079 9.712
C -2.479 4.352 8.627
C -3.230 4.304 7.297
C -5.291 4.643 12.523
C -6.243 5.048 13.677
C -7.532 4.200 13.898
C -8.170 4.593 15.150
C -3.915 7.167 12.235
C -2.575 7.975 12.052
C -2.871 9.382 11.740
C -3.586 10.171 12.847
H -0.070 5.661 16.962
H 1.067 5.795 15.608
H 0.810 4.258 16.490
H -1.659 4.462 15.934
H -0.672 3.827 14.625
H -1.018 5.747 13.391
H -1.661 6.665 14.845
H -3.721 5.496 14.806
H -2.966 4.014 14.167
H -2.684 3.763 11.209
H -1.706 5.189 11.196
H -3.503 6.160 9.457
H -4.370 4.571 9.559
H -2.323 3.354 9.013
H -1.472 4.864 8.553
H -3.497 5.313 7.053
H -4.061 3.618 7.480
H -2.479 3.812 6.589
H -5.020 3.529 12.631
H -5.792 4.759 11.595
H -6.540 6.131 13.617
H -5.599 5.004 14.568
H -7.396 3.097 13.784
H -8.318 4.375 13.126
H -7.645 4.231 16.020
H -9.180 4.176 15.226
H -8.419 5.624 15.193
H -4.423 7.544 13.111
H -4.627 7.246 11.432
H -1.912 7.592 11.281
H -2.034 7.895 12.984
H -3.435 9.611 10.854
H -1.914 9.884 11.640
H -4.635 9.885 12.874
H -3.563 11.241 12.660
H -3.155 9.966 13.829
C -10.929 -11.648 -4.952
C -9.515 -10.919 -5.015
C -9.490 -9.511 -5.533
C -9.732 -9.522 -7.114
P -9.529 -7.931 -7.895
C -10.804 -6.589 -7.536
C -10.852 -5.411 -8.511
C -9.662 -4.441 -8.497
C -9.961 -3.241 -9.288
C -8.003 -7.248 -7.118
C -6.875 -8.269 -7.072
C -5.868 -7.854 -5.983
C -4.653 -8.764 -5.914
C -9.151 -8.314 -9.660
C -8.328 -7.373 -10.516
C -7.620 -8.150 -11.630
C -6.674 -7.280 -12.360
H -11.612 -11.268 -4.144
H -10.705 -12.655 -4.642
H -11.387 -11.665 -5.897
H -8.878 -11.579 -5.591
H -9.116 -10.882 -3.985
H -8.586 -9.022 -5.236
H -10.373 -9.015 -5.024
H -10.733 -9.938 -7.327
H -8.973 -10.154 -7.549
H -10.546 -6.280 -6.530
H -11.732 -7.074 -7.402
H -11.707 -4.762 -8.172
H -11.131 -5.658 -9.558
H -8.913 -5.064 -9.037
H -9.116 -4.226 -7.544
H -10.329 -3.500 -10.277
H -9.091 -2.638 -9.457
H -10.693 -2.636 -8.790
H -8.331 -6.929 -6.117
H -7.852 -6.322 -7.685
H -6.257 -8.291 -7.970
H -7.086 -9.312 -6.844
H -6.396 -7.790 -5.043
H -5.490 -6.877 -6.238
H -4.897 -9.788 -5.702
H -3.980 -8.547 -5.085
H -4.091 -8.727 -6.913
H -10.029 -8.660 -10.163
H -8.528 -9.253 -9.582
H -7.513 -6.980 -9.878
H -8.877 -6.527 -10.906
H -8.316 -8.569 -12.261
H -7.137 -9.006 -11.241
H -7.205 -6.582 -12.886
H -6.108 -7.871 -13.098
H -5.955 -6.776 -11.712
C -0.516 7.954 -4.742
C -1.062 6.544 -4.899
C -0.239 5.493 -5.698
C -0.673 4.068 -5.203
P 0.067 2.738 -6.142
C 1.876 2.991 -5.986
C 2.789 1.849 -6.329
C 4.272 2.183 -5.933
C 4.772 3.459 -6.586
C -0.442 1.197 -5.436
C -0.624 -0.063 -6.274
C -0.778 -1.313 -5.383
C -0.641 -2.710 -6.051
C -0.566 2.886 -7.834
C 0.014 2.076 -9.004
C -0.826 2.299 -10.224
C -2.150 1.528 -10.204
H -0.133 8.310 -5.667
H 0.346 8.160 -4.026
H -1.328 8.567 -4.260
H -2.059 6.682 -5.397
H -1.291 6.067 -3.992
H 0.775 5.586 -5.343
H -0.339 5.619 -6.778
H -1.760 3.876 -5.102
H -0.219 3.865 -4.216
H 1.974 3.303 -4.907
H 2.033 3.930 -6.533
H 2.721 1.643 -7.377
H 2.407 0.956 -5.845
H 4.900 1.334 -6.178
H 4.340 2.391 -4.885
H 3.932 4.229 -6.681
H 5.140 3.361 -7.575
H 5.564 3.845 -5.919
H -1.433 1.389 -4.997
H 0.249 0.852 -4.642
H 0.325 -0.302 -6.884
H -1.416 0.126 -6.988
H -1.700 -1.239 -4.832
H 0.011 -1.258 -4.599
H -0.473 -3.524 -5.335
H 0.206 -2.635 -6.679
H -1.381 -3.091 -6.788
H -0.464 3.905 -8.181
H -1.666 2.707 -7.719
H 0.167 1.019 -8.761
H 0.965 2.542 -9.239
H -0.189 1.998 -11.151
H -1.085 3.353 -10.296
H -2.173 0.499 -9.803
H -2.654 1.563 -11.197
H -2.984 1.993 -9.576

For the HOMO-LUMO gap, the calculation gives 0.31810 Ha. The HOMO energy is -14.704 eV. Its charge is +5.